ORCA calculation (wB97M-V/def2-TZVPD) on 9 unconnected molecules or ions with the total composition C41H54NO21 in a non-equilibrium geometry.

Each line ends with the Löwdin charge.
Element x y z (Å)
C (-1.61979, 0.54596, 1.02105)  0.0084
N (-1.07788, 1.82792, 0.44352)  -0.3178
C (-1.17075, 1.56443, -0.99504)  -0.0172
C (-2.08864, 2.92067, 0.77714)  0.0129
C (0.22793, 2.26727, 0.88188)  -0.1237
C (0.87119, 3.52454, 0.24329)  -0.2449
O (2.01732, 3.71339, 0.96712)  0.0007
H (-2.48929, 0.06774, 0.47944)  0.1118
H (-1.88542, 0.65789, 2.18012)  0.1426
H (-0.77227, -0.07142, 0.97583)  0.0572
H (-0.41700, 0.83216, -1.02042)  0.0769
H (-0.98705, 2.46901, -1.60047)  0.1292
H (-1.93674, 1.07548, -1.52836)  0.0834
H (-3.21017, 2.75370, 0.35853)  0.1694
H (-1.82309, 3.78568, 0.18723)  0.0767
H (-2.11872, 3.18156, 1.80417)  0.0909
H (0.80685, 1.44388, 0.98027)  0.0962
H (0.24414, 2.50728, 1.88876)  0.1210
H (0.18278, 4.44525, 0.19425)  0.1470
H (1.03411, 3.04004, -0.79550)  0.1308
H (2.38603, 4.42580, 0.53833)  0.0041
C (-0.20436, -1.04935, 7.47535)  0.1413
C (-0.74659, -0.59824, 6.07272)  -0.1516
C (-0.87058, 0.78454, 5.72978)  -0.3474
O (-1.43041, 1.20663, 4.67708)  0.0374
C (-0.32852, 1.76920, 6.77111)  0.0900
C (0.50675, 1.27143, 7.89772)  -0.1346
C (0.54040, -0.15489, 8.29998)  -0.4051
O (1.12020, -0.44902, 9.32571)  0.1500
O (1.49256, 2.11892, 8.44395)  0.0474
O (-1.47636, -1.55273, 5.39551)  0.0420
H (-0.31094, -2.00118, 7.85695)  0.0955
H (-0.21598, 2.82886, 6.42018)  0.1203
H (1.41687, 3.03302, 8.00602)  0.1521
H (-2.02230, -1.10865, 4.64146)  0.1641
C (-4.44672, -0.55097, -3.60188)  0.0863
C (-4.87870, -1.32996, -4.79547)  -0.2201
C (-6.28903, -1.74870, -4.77718)  -0.4420
O (-6.74330, -2.33912, -5.73495)  0.1271
C (-7.01078, -1.67877, -3.61623)  0.0796
C (-6.69890, -0.75956, -2.44629)  -0.1004
C (-5.27956, -0.30943, -2.36625)  -0.2772
O (-4.86192, 0.42378, -1.37323)  0.0288
O (-7.57724, -0.17205, -1.56841)  0.1641
O (-4.08678, -1.57486, -5.83955)  0.0809
H (-3.35932, -0.09555, -3.62487)  0.1481
H (-8.04696, -2.08066, -3.50319)  0.1394
H (-8.29149, -0.67263, -1.58598)  0.0369
H (-4.72352, -1.55935, -6.67198)  0.2003
C (-3.32747, -3.31192, -2.14614)  0.0831
C (-3.55778, -4.17863, -3.36596)  -0.1568
C (-2.52292, -4.21081, -4.44538)  -0.4289
O (-2.61679, -4.93130, -5.41757)  0.1195
C (-1.41306, -3.35647, -4.33517)  0.1004
C (-1.31602, -2.32409, -3.11652)  -0.0705
C (-2.19737, -2.44560, -1.92379)  -0.3795
O (-1.93573, -1.81915, -0.88142)  0.0615
O (-0.54183, -1.16825, -3.20196)  0.0729
O (-4.68125, -4.85839, -3.48979)  0.1274
H (-4.03620, -3.25729, -1.36729)  0.1019
H (-0.73300, -3.23948, -5.16299)  0.1092
H (0.08303, -1.17664, -3.91448)  0.1091
H (-4.65810, -5.19506, -4.43317)  0.1605
C (3.73397, 2.30368, -4.38104)  0.0587
C (3.58794, 1.29768, -3.36174)  -0.1647
C (4.56857, 0.23863, -3.26222)  -0.4321
O (4.40452, -0.65958, -2.47519)  0.1175
C (5.65439, 0.26896, -4.21293)  0.1174
C (5.66267, 1.35110, -5.36662)  -0.0809
C (4.80414, 2.49810, -5.27091)  -0.4255
O (4.93217, 3.57466, -5.80685)  0.1548
O (6.55547, 1.23102, -6.43439)  0.1017
O (2.48575, 1.25693, -2.51256)  0.0669
H (2.98903, 3.13082, -4.23857)  0.1385
H (6.44035, -0.58578, -4.06523)  0.1531
H (7.20244, 0.66184, -6.02448)  0.1012
H (2.78533, 0.53763, -1.92539)  0.0741
C (1.81540, -3.11438, -0.94134)  0.0068
C (2.08183, -1.81278, -0.19604)  -0.5169
O (1.55889, -0.84190, -0.50636)  0.1138
C (2.99971, -1.93665, 0.96424)  0.0396
H (1.34826, -4.03950, -0.37501)  0.1295
H (2.70646, -3.49086, -1.25907)  0.0379
H (1.13781, -3.16460, -1.83462)  0.0805
H (3.81329, -2.39094, 0.80208)  0.0278
H (2.44827, -2.59488, 1.50057)  0.0668
H (3.19450, -0.97447, 1.27025)  0.0841
C (2.71790, 0.17436, 4.73364)  0.0251
C (1.72041, -0.78041, 4.19578)  -0.4170
O (0.87970, -0.54903, 3.28214)  0.0218
C (1.85174, -2.17968, 4.64976)  0.0044
H (2.46978, 0.29086, 5.63932)  -0.0025
H (2.64719, 1.12790, 4.20160)  0.1093
H (3.74571, -0.16376, 4.79202)  0.1137
H (0.99732, -2.73226, 4.47947)  0.0680
H (2.07230, -2.40029, 5.71616)  0.1269
H (2.50968, -2.69640, 4.31171)  -0.0148
C (3.67046, 7.79956, -1.57122)  -0.0119
C (3.32171, 6.35424, -1.46630)  -0.3826
O (2.40083, 5.93229, -0.70577)  0.0106
C (4.02154, 5.37629, -2.39303)  -0.0106
H (2.80630, 8.44909, -1.28905)  0.1129
H (4.25207, 8.11163, -2.44126)  0.0963
H (4.28350, 8.10021, -0.79726)  0.0606
H (3.65724, 5.31704, -3.39099)  0.0736
H (3.98503, 4.36143, -1.95568)  0.0904
H (5.02336, 5.49159, -2.68020)  0.0684
C (-2.35598, -4.55858, 3.60155)  0.0032
C (-1.24968, -4.63172, 2.56927)  -0.4511
O (-0.43952, -5.55905, 2.55376)  0.0564
C (-0.93074, -3.49169, 1.70344)  -0.0191
H (-3.31952, -5.04356, 3.23340)  0.1224
H (-2.72067, -3.58916, 3.61963)  0.0281
H (-2.06726, -4.85792, 4.55444)  0.0666
H (-0.83275, -3.93583, 0.84348)  0.0191
H (-0.15227, -2.72687, 1.98910)  0.1137
H (-1.77211, -2.89088, 1.64696)  0.0487

Cartesian forces, eV/Å:
-0.9 -0.1 3.4
-6.2 1.3 0.2
2.5 1.3 -1.4
-2.5 0.1 -2.5
-0.5 2.3 0.4
-2.1 -2.5 -2.6
-0.9 -2.1 1.5
1.1 1.2 0.3
0.7 0.1 -2.6
0.9 -1.5 0.0
1.7 -0.7 -1.4
0.5 -0.4 0.5
-2.2 -0.5 0.9
2.7 -0.6 1.1
0.4 0.3 0.1
0.2 -0.2 1.0
2.5 -2.7 -1.1
-1.2 0.6 2.5
1.0 -1.4 0.1
0.4 1.9 0.8
2.0 3.0 -1.4
-1.9 3.1 -6.8
0.1 -5.4 5.8
-0.7 4.6 -0.6
1.3 -1.7 2.5
2.8 -2.1 1.8
-0.5 4.7 -4.4
0.3 1.0 0.8
-0.1 -0.4 -0.2
-2.3 -0.1 -1.3
0.0 2.3 -1.0
-0.4 -2.1 0.2
-0.3 -1.1 0.5
0.0 -2.0 0.9
1.6 -0.7 1.8
1.1 -1.5 -3.1
2.0 4.1 5.0
1.5 -1.9 -1.6
-0.2 0.0 -1.4
-3.1 4.0 8.5
-0.7 -1.9 -3.8
2.0 3.5 1.8
-1.5 -3.3 -4.1
7.0 1.6 -1.2
-2.3 0.6 -1.7
-2.4 -1.1 0.2
1.0 0.2 -0.9
-5.9 -3.4 0.0
1.7 -0.6 2.1
-0.5 -2.9 -4.0
0.5 3.7 5.3
0.5 -0.3 -0.1
-1.2 -0.7 -0.2
1.4 5.7 5.8
1.4 -1.7 -6.5
0.4 0.3 0.6
-0.6 -0.9 -1.7
-2.0 -2.2 1.7
0.8 0.0 -1.6
-1.0 -0.4 0.6
0.0 0.0 0.0
0.4 -0.3 -0.9
-0.2 -0.1 1.0
-4.0 -1.6 5.7
-1.9 4.3 -3.0
0.9 0.0 -1.0
-0.2 -0.9 1.2
1.7 2.8 -4.3
3.4 -6.3 2.4
-0.9 0.9 0.1
0.9 0.1 -0.8
-2.1 0.9 2.7
2.7 -0.1 -1.4
0.8 -0.8 -0.7
-1.5 1.9 -0.8
0.9 -0.7 -0.5
-0.8 -0.3 0.5
-3.7 -2.1 0.6
1.9 -6.1 0.2
-2.9 6.1 -1.6
-4.6 3.0 -1.5
1.1 2.1 -0.2
2.8 -1.0 -0.9
0.6 1.1 0.7
6.3 -3.5 -1.8
-1.7 -1.5 3.0
0.1 2.0 1.6
1.1 0.3 -6.6
-1.0 -0.8 -3.3
2.1 0.2 2.5
-6.5 4.7 6.2
-1.9 1.3 7.3
0.1 -0.1 0.1
0.1 -0.5 -0.5
-2.2 -0.9 -0.6
-0.3 1.1 0.0
8.5 -5.5 -5.2
-1.6 0.6 -0.5
-2.1 -1.3 0.7
2.8 1.3 -1.9
-0.5 -1.5 1.4
0.3 -0.6 -1.0
-0.6 -0.2 -0.3
1.8 0.0 2.1
-1.4 0.2 -0.7
-0.3 0.4 -0.2
1.9 1.1 0.5
-1.7 -1.0 -2.9
2.6 -1.5 2.3
-1.4 0.4 0.1
-0.3 2.9 3.9
1.4 -0.3 0.5
-0.3 2.3 0.4
0.5 -0.9 1.5
1.3 -1.7 -5.2
-0.2 -1.5 0.0
-1.9 1.4 -0.4

Output
E_HOMO = -10.914 eV
Spin multiplicity = 1
LUMO level = -4.33 eV
Total charge = +1
Strongest force on any atom = 11.4 eV Å⁻¹
Energy relative to the best compared isomer or geometry (same formula, charge and spin) = 0.00 kcal per mole